Below is C37H63N5O3P2Y as an isolated structure, with properties calculated with ωB97M-V/def2-TZVPD.

XYZ file:
```
111
Properties=species:S:1:pos:R:3:lowdin_charge:R:1
Y 0.424 -0.173 0.814 1.649
C 1.509 2.269 0.883 -0.100
C 0.956 2.201 2.183 -0.166
C 1.630 1.129 2.862 -0.187
C 2.598 0.616 1.951 -0.118
C 2.549 1.308 0.733 -0.295
C 3.466 1.165 -0.461 -0.556
C 4.372 -0.058 -0.328 -0.033
C 2.621 1.035 -1.736 -0.043
C 4.328 2.431 -0.569 -0.032
C 1.738 0.698 4.336 -0.522
C 0.412 0.662 5.098 -0.042
C 2.345 -0.713 4.456 -0.053
C 2.731 1.637 5.049 -0.027
C -0.025 3.295 2.658 -0.502
C -1.400 2.770 3.104 -0.048
C 0.587 4.125 3.796 -0.039
C -0.302 4.287 1.515 -0.064
H 1.215 2.965 0.114 0.108
H 3.301 -0.169 2.177 0.109
H 3.793 -0.979 -0.239 0.067
H 5.019 0.032 0.545 0.094
H 5.010 -0.148 -1.209 0.095
H 2.017 0.116 -1.714 0.048
H 3.254 0.954 -2.622 0.098
H 1.964 1.899 -1.864 0.082
H 4.924 2.565 0.336 0.094
H 3.704 3.317 -0.696 0.085
H 5.007 2.361 -1.421 0.089
H -0.315 0.018 4.591 0.063
H -0.030 1.645 5.226 0.061
H 0.575 0.249 6.095 0.093
H 1.759 -1.474 3.937 0.065
H 2.381 -0.991 5.510 0.093
H 3.366 -0.758 4.084 0.081
H 2.422 2.679 5.019 0.061
H 3.711 1.566 4.574 0.094
H 2.838 1.340 6.094 0.092
H -1.330 2.001 3.868 0.047
H -1.931 2.365 2.242 0.042
H -1.990 3.594 3.513 0.098
H 0.655 3.578 4.731 0.060
H -0.037 5.002 3.979 0.089
H 1.586 4.471 3.524 0.100
H -0.749 3.790 0.653 0.059
H 0.608 4.797 1.196 0.094
H -1.001 5.046 1.872 0.088
C -3.237 3.729 -1.724 -0.076
N -3.423 2.755 -0.652 -0.291
C -4.229 3.242 0.466 -0.071
P -2.529 1.401 -0.566 0.508
O -1.209 1.429 0.123 -0.345
O -3.548 0.449 0.282 -0.251
P -3.124 -1.054 0.714 0.505
O -1.659 -1.168 0.459 -0.352
N -3.600 -1.198 2.258 -0.268
C -3.009 -0.338 3.270 -0.079
C -4.542 -2.193 2.752 -0.062
N -3.990 -2.050 -0.229 -0.297
C -3.468 -3.379 -0.554 -0.060
C -5.406 -1.831 -0.500 -0.085
N -2.391 0.838 -2.089 -0.285
C -1.185 0.176 -2.569 -0.075
C -3.613 0.538 -2.835 -0.073
H -2.853 4.667 -1.319 0.091
H -4.191 3.925 -2.218 0.094
H -2.533 3.353 -2.462 0.083
H -3.806 4.172 0.852 0.090
H -4.253 2.512 1.270 0.073
H -5.252 3.427 0.136 0.095
H -2.281 0.332 2.816 0.044
H -2.505 -0.940 4.029 0.080
H -3.768 0.280 3.756 0.106
H -4.789 -2.906 1.971 0.068
H -5.462 -1.718 3.102 0.096
H -4.091 -2.745 3.578 0.086
H -2.411 -3.439 -0.304 0.069
H -3.595 -3.570 -1.622 0.093
H -4.002 -4.155 0.002 0.091
H -5.694 -0.823 -0.210 0.085
H -6.032 -2.543 0.045 0.088
H -5.602 -1.957 -1.567 0.088
H -0.307 0.649 -2.129 0.058
H -1.119 0.314 -3.649 0.101
H -1.183 -0.895 -2.349 0.082
H -4.451 1.087 -2.409 0.086
H -3.840 -0.532 -2.801 0.082
H -3.495 0.837 -3.877 0.095
C -1.494 -4.799 2.870 -0.104
C -1.155 -3.527 3.310 -0.102
C -0.282 -2.746 2.572 -0.088
C 0.259 -3.188 1.351 -0.333
C -0.073 -4.489 0.935 -0.030
C -0.933 -5.270 1.689 -0.088
N 1.023 -2.312 0.600 -0.116
C 1.930 -2.859 -0.333 -0.345
C 1.820 -2.570 -1.693 -0.065
C 2.780 -3.003 -2.598 -0.084
C 3.853 -3.764 -2.161 -0.089
C 3.951 -4.093 -0.814 -0.073
C 3.004 -3.645 0.091 -0.037
H -2.150 -5.430 3.456 0.100
H -1.534 -3.160 4.258 0.102
H 0.028 -1.782 2.986 0.063
H 0.344 -4.873 0.013 0.116
H -1.168 -6.271 1.349 0.107
H 0.953 -2.013 -2.039 0.087
H 2.680 -2.756 -3.647 0.105
H 4.603 -4.108 -2.860 0.103
H 4.783 -4.693 -0.466 0.107
H 3.093 -3.880 1.145 0.122
```

Properties
- HOMO-LUMO gap: 0.2729 hartree
- Net charge: +1
- F_max: 0.94 eV/Å
- E_HOMO: -0.349 Ha

Below is a 12-piece molecular cluster, C37H66BBr23F3NO3Si overall at a distorted geometry, with properties calculated with ωB97M-V/def2-TZVPD.

XYZ file:
```
135
Properties=species:S:1:pos:R:3:lowdin_charge:R:1
C -0.225 -2.159 1.002 -0.062
N 0.212 -1.903 -0.380 -0.092
C -0.878 -2.086 -1.353 -0.137
B 0.953 -0.658 -0.542 -0.601
O 2.298 -0.689 -0.678 0.144
C 0.268 0.828 -0.506 -0.684
F 1.254 1.766 -0.347 -0.009
Br -0.526 1.211 -2.270 0.838
O -0.663 0.944 0.518 0.011
C -1.454 2.060 0.585 -0.395
O -1.068 3.164 0.456 0.195
C -2.925 1.734 0.919 -0.469
F -3.596 2.899 0.804 0.114
F -2.997 1.360 2.221 0.124
C -3.514 0.696 -0.003 -0.145
C -5.043 0.574 0.168 -0.201
Si -5.888 -0.017 -1.437 0.603
C -6.381 1.520 -2.389 -0.159
C -4.739 -1.106 -2.451 -0.188
C -7.368 -1.052 -0.893 -0.249
C -7.565 -2.366 -1.326 -0.096
C -8.652 -3.113 -0.875 -0.080
C -9.549 -2.538 0.024 -0.086
C -9.376 -1.225 0.451 -0.124
C -8.289 -0.487 -0.003 -0.113
H -0.204 -1.280 1.643 0.036
H 0.441 -2.890 1.461 0.086
H -1.214 -2.608 1.024 0.088
H -0.623 -1.681 -2.324 0.043
H -1.818 -1.675 -0.982 0.067
H -1.012 -3.154 -1.504 0.050
H 2.626 -0.097 -1.385 -0.016
H -3.257 0.975 -1.021 0.087
H -3.062 -0.258 0.251 0.118
H -5.494 1.527 0.431 0.078
H -5.245 -0.143 0.959 0.061
H -7.022 1.295 -3.237 0.034
H -5.466 1.948 -2.804 0.016
H -6.828 2.282 -1.758 0.030
H -3.711 -0.747 -2.434 -0.006
H -5.039 -1.117 -3.497 0.038
H -4.732 -2.117 -2.055 0.022
H -6.872 -2.829 -2.014 0.087
H -8.781 -4.132 -1.206 0.098
H -10.372 -3.139 0.381 0.099
H -10.074 -0.798 1.155 0.033
H -8.179 0.527 0.359 0.101
Br 5.878 0.005 0.493 0.654
C 6.165 1.682 -0.453 -0.671
C 4.865 2.301 -0.884 -0.693
Br 4.115 1.389 -2.434 0.736
H 6.827 1.465 -1.286 0.029
H 6.677 2.331 0.253 0.064
H 5.014 3.328 -1.206 0.051
H 4.108 2.277 -0.109 -0.010
Br -2.671 1.114 -4.976 0.607
C -2.419 2.822 -5.878 -0.724
C -3.731 3.466 -6.231 -0.705
Br -4.565 2.612 -7.766 0.608
H -1.799 2.628 -6.746 0.033
H -1.867 3.441 -5.174 0.019
H -3.574 4.501 -6.524 0.032
H -4.450 3.421 -5.419 0.046
Br -6.991 -1.483 3.515 0.624
C -8.073 -0.121 4.390 -0.670
C -9.266 -0.719 5.082 -0.698
Br -10.675 -1.215 3.829 0.650
H -8.348 0.603 3.629 0.050
H -7.412 0.348 5.116 0.057
H -9.725 0.004 5.753 0.060
H -9.015 -1.618 5.635 -0.051
Br 9.984 0.600 -1.283 0.625
C 9.052 -1.079 -0.954 -0.727
C 9.909 -2.260 -1.314 -0.685
Br 10.012 -2.524 -3.243 0.632
H 8.122 -1.037 -1.511 0.037
H 8.845 -1.081 0.115 -0.068
H 9.476 -3.176 -0.916 0.057
H 10.930 -2.159 -0.959 0.017
Br 15.798 0.763 -3.874 0.600
C 14.294 -0.466 -4.004 -0.696
C 13.247 -0.185 -2.961 -0.716
Br 13.793 -0.810 -1.200 0.594
H 14.702 -1.468 -3.924 0.050
H 13.884 -0.318 -5.000 0.058
H 12.330 -0.725 -3.188 -0.009
H 13.028 0.872 -2.862 0.044
Br -7.203 -1.164 9.045 0.604
C -8.304 -2.742 9.335 -0.696
C -7.750 -3.947 8.623 -0.685
Br -8.084 -3.856 6.711 0.667
H -9.304 -2.488 9.002 0.050
H -8.308 -2.902 10.410 0.057
H -8.247 -4.852 8.966 0.058
H -6.678 -4.054 8.747 0.051
Br -2.412 -3.580 -3.977 0.673
C -0.884 -4.766 -4.174 -0.681
C -1.310 -6.183 -4.450 -0.699
Br -1.978 -7.057 -2.845 0.606
H -0.299 -4.676 -3.263 0.046
H -0.314 -4.369 -5.011 0.061
H -0.459 -6.778 -4.773 0.058
H -2.099 -6.243 -5.191 0.048
Br 1.164 4.022 -5.083 0.634
C 1.389 5.731 -5.982 -0.687
C 0.063 6.375 -6.290 -0.681
Br -0.829 5.523 -7.796 0.654
H 1.980 5.541 -6.872 0.051
H 1.957 6.351 -5.293 0.059
H 0.202 7.412 -6.584 0.058
H -0.625 6.325 -5.452 0.051
Br 3.478 4.576 1.361 0.684
C 1.740 4.115 2.107 -0.691
C 1.492 4.813 3.415 -0.665
Br 2.508 4.000 4.863 0.640
H 1.719 3.034 2.196 0.002
H 1.014 4.428 1.363 0.050
H 0.446 4.713 3.698 0.064
H 1.765 5.862 3.397 0.051
Br 1.918 -2.405 5.970 0.607
C 2.528 -0.560 6.062 -0.697
C 1.498 0.399 5.531 -0.689
Br 1.422 0.365 3.589 0.685
H 3.462 -0.511 5.513 0.050
H 2.714 -0.368 7.116 0.058
H 1.758 1.423 5.790 -0.010
H 0.497 0.178 5.887 0.054
Br 12.193 -2.133 2.439 0.611
C 10.870 -0.789 2.912 -0.682
C 9.670 -1.400 3.590 -0.662
Br 8.530 -2.316 2.309 0.672
H 10.613 -0.270 1.993 0.036
H 11.377 -0.102 3.586 0.061
H 9.049 -0.625 4.033 0.061
H 9.938 -2.129 4.347 0.051
```

Properties
- HOMO-LUMO gap: 0.3160 hartree
- Net charge: 0
- F_max: 1.17 eV/Å
- SMILES: CN(C)B(O)[C@@](F)(Br)OC(=O)C(F)(F)CC[Si](C)(C)c1ccccc1.BrCCBr.BrCCBr.BrCCBr.BrCCBr.BrCCBr.BrCCBr.BrCCBr.BrCCBr.BrCCBr.BrCCBr.BrCCBr
- E_HOMO: -0.310 Ha